Here is a molecular structure, C17H29BeBrCaCl4N2O9S from the Open Molecules 2025 dataset. Energies are from ωB97M-V/def2-TZVPD.

XYZ file:
```
65
C17H29BeBrCaCl4N2O9S, DFT ωB97M-V/def2-TZVPD
C 4.670 0.443 -0.872
C 3.141 0.114 -0.656
C 2.479 0.911 0.553
C 2.250 0.370 -1.970
C 1.008 -0.602 -1.871
C 1.299 -2.028 -2.193
C 0.207 -3.005 -2.095
C -1.142 -2.513 -1.674
C -2.418 -3.494 -1.496
O -2.562 -3.857 -0.090
N -2.835 -2.757 0.663
O -1.950 -2.541 1.416
N -1.347 -1.162 -1.407
C -0.358 -0.187 -1.485
C -0.723 1.288 -1.159
C -1.867 1.895 -2.053
C -3.317 1.377 -1.722
Br -1.514 1.635 -3.975
H 4.848 1.366 -1.482
H 5.147 -0.467 -1.322
H 5.128 0.545 0.155
H 3.052 -0.984 -0.407
H 1.742 1.630 0.101
H 3.248 1.432 1.171
H 1.882 0.179 1.152
H 1.977 1.447 -2.067
H 2.814 0.028 -2.887
H 2.329 -2.360 -2.479
H 0.412 -4.094 -2.332
H -2.287 -4.436 -2.072
H -3.352 -2.933 -1.783
H -2.296 -0.915 -1.116
H -1.066 1.320 -0.089
H 0.158 1.975 -1.242
H -1.873 3.009 -1.876
H -3.495 0.435 -2.312
H -3.440 1.094 -0.633
H -4.137 2.089 -1.977
C -0.938 -7.283 0.035
Cl -2.064 -8.273 -0.904
Cl 0.437 -8.270 0.548
Cl -0.350 -5.937 -0.980
Cl -1.765 -6.630 1.458
O -3.029 -3.789 4.106
S -2.502 -2.578 4.701
O -1.004 -2.457 4.463
O -2.803 -2.513 6.117
O -3.066 -1.373 4.008
O 2.701 -0.964 2.946
H 2.217 -1.785 3.120
H 3.573 -1.121 3.337
C 1.726 5.492 -0.195
C 0.832 4.911 0.866
O 0.933 3.754 1.215
C -0.194 5.821 1.480
H 2.416 4.725 -0.549
H 1.121 5.837 -1.037
H 2.304 6.320 0.218
H -0.878 6.175 0.695
H 0.297 6.666 1.966
H -0.769 5.273 2.228
Be -1.608 -0.852 3.340
O -1.491 6.494 -1.093
H -2.360 6.498 -1.517
Ca 0.449 -0.391 5.014
```

LUMO energy = -0.405 hartree
Electronic energy = -6956.20805 Eh
Energy above the lowest of the compared OMol25 structures with the same formula, charge and spin = 114.27 kcal/mol
HOMO-LUMO gap = 1.83 eV
Charge = +2